No. 1
Below is a structure of composition C29H18IN3O3PdSTe, with properties calculated with the ωB97M-V functional and the def2-TZVPD basis.

Values from the calculation:
LUMO energy ... -0.3261 eV
E_tot ... -2597.7333 Eh
Gap between HOMO and LUMO ... 6.8 eV
Max |F| ... 0.010 Eh/bohr
Charge ... 0
HOMO ... -7.077 eV

Last column: natural (NBO) charge in e.
Positions of all 57 atoms, in Å:
H: 6.148 -0.344 2.707  0.216
H: -1.030 6.464 -2.422  0.217
C: 2.886 -0.529 1.820  0.234
C: -3.877 -2.240 -3.882  -0.209
I: 0.250 -1.744 -2.925  0.433
H: -1.564 -0.544 1.367  0.234
C: 1.351 1.808 -1.394  0.645
C: 5.373 -1.079 0.852  -0.247
C: 3.996 -0.259 2.635  -0.106
C: -0.516 5.533 -2.219  -0.197
H: -1.972 -3.628 1.761  0.224
C: 0.869 5.471 -2.350  -0.204
Pd: 0.611 -1.020 -0.489  0.526
H: -4.428 -2.034 -4.790  0.221
C: -2.485 -2.058 -3.856  -0.232
C: -4.513 -2.612 -2.739  -0.180
C: -1.713 -3.148 -0.283  -0.220
C: 1.551 -0.278 2.333  0.160
S: -1.141 1.667 -1.100  2.309
C: -3.885 -3.398 0.802  -0.210
H: 4.247 -1.726 -0.880  0.201
H: -5.605 -3.211 -0.441  0.212
O: -1.958 1.089 -2.136  -0.945
N: 0.475 -0.551 1.559  -0.434
H: 2.420 0.933 5.412  0.218
C: 4.198 -1.313 0.122  0.079
Te: 0.361 -3.548 -0.044  0.090
C: -0.967 0.230 3.291  -0.187
H: 2.634 4.224 -2.197  0.235
C: 5.267 -0.544 2.108  -0.132
N: 3.003 -1.038 0.584  -0.449
C: -2.476 -3.394 0.831  -0.251
C: 1.559 4.292 -2.099  -0.165
C: -3.792 -2.868 -1.550  0.037
C: -0.738 -0.308 2.022  0.089
H: -0.027 0.930 5.080  0.218
C: 1.405 0.252 3.622  -0.092
H: 4.679 0.485 4.557  0.217
C: 0.106 0.510 4.091  -0.134
H: -2.324 4.452 -1.732  0.232
H: -4.441 -3.607 1.707  0.216
N: 0.326 0.970 -1.062  -0.972
C: 2.567 0.527 4.419  -0.184
C: -4.524 -3.177 -0.376  -0.205
H: 1.412 6.357 -2.653  0.216
O: 2.526 1.496 -1.439  -0.617
C: -1.767 -2.318 -2.722  -0.101
C: -2.367 -2.791 -1.516  -0.169
C: -0.541 3.257 -1.588  -0.236
C: 0.830 3.182 -1.714  -0.146
C: -1.248 4.416 -1.834  -0.211
H: -1.982 0.426 3.605  0.224
H: -1.988 -1.665 -4.732  0.224
O: -1.725 1.737 0.217  -0.958
H: -5.592 -2.702 -2.711  0.211
H: 6.335 -1.314 0.419  0.225
C: 3.806 0.283 3.950  -0.168

Atoms 1-3, force components in eV/Å:
0.000 0.005 -0.001
-0.001 -0.001 0.000
-0.123 -0.107 -0.005



No. 2
Below is a structure of composition C29H19IN6O3S4Sc in a non-equilibrium geometry, with properties calculated with the ωB97M-V functional and the def2-TZVPD basis.

Values from the calculation:
LUMO energy ... 1.6177 eV
E_tot ... -4322.0721 Eh
Gap between HOMO and LUMO ... 4.9 eV
Max |F| ... 0.107 Eh/bohr
Charge ... -1
HOMO ... -3.320 eV

Last column: natural (NBO) charge in e.
Positions of all 63 atoms, in Å:
H: 5.438 9.747 7.785  0.219
H: 8.149 7.144 16.453  0.187
C: 13.828 8.729 10.452  -0.445
H: 12.111 9.929 7.282  0.258
S: 11.369 8.397 9.152  -0.327
C: 13.251 13.709 10.519  0.079
C: 13.765 11.141 6.513  -0.191
H: 9.516 10.500 6.490  0.233
H: 11.488 13.798 13.968  0.259
N: 9.846 11.575 11.039  -0.839
S: 13.435 10.227 11.201  -0.335
O: 9.522 12.739 13.102  -0.549
C: 7.115 7.039 14.554  0.037
H: 6.327 10.137 10.276  0.270
C: 15.355 6.674 9.472  0.237
C: 13.691 14.876 6.430  -0.141
C: 14.199 12.454 6.295  -0.227
H: 14.642 15.145 6.081  0.195
C: 8.727 10.458 7.268  0.056
C: 10.224 12.408 12.147  0.666
C: 8.233 10.568 9.555  0.140
C: 13.720 14.587 11.458  -0.251
N: 9.189 10.588 8.581  -0.453
C: 6.901 10.219 9.316  -0.225
H: 13.663 15.264 13.499  0.224
C: 12.024 13.854 12.967  -0.196
C: 13.012 8.025 9.454  -0.461
C: 7.367 10.350 6.991  -0.258
I: 8.892 13.951 7.269  0.165
H: 7.117 5.087 11.416  0.406
N: 7.045 6.458 13.352  -0.446
S: 15.460 8.210 10.517  0.272
C: 6.466 10.073 8.028  -0.175
C: 13.332 13.560 6.589  -0.082
C: 12.505 10.974 7.081  -0.275
C: 13.203 14.600 12.758  -0.138
O: 7.782 10.719 11.778  -0.570
C: 11.544 13.038 12.007  0.113
H: 6.983 10.568 5.927  0.224
H: 6.304 7.700 14.846  0.191
H: 14.292 10.308 6.068  0.218
N: 12.118 12.950 10.792  -0.512
H: 8.237 3.788 11.937  0.404
H: 13.632 13.677 9.461  0.241
H: 10.747 16.453 7.400  0.219
Sc: 11.381 11.188 9.663  1.576
C: 11.774 12.026 7.639  -0.490
C: 12.756 15.905 6.691  -0.253
O: 16.104 5.745 9.394  -0.589
H: 14.425 15.371 11.148  0.224
N: 9.012 5.864 15.253  -0.368
H: 9.874 4.519 13.962  0.193
C: 8.119 6.758 15.496  -0.082
C: 8.003 5.514 13.184  0.347
H: 12.993 16.975 6.557  0.209
C: 8.610 11.015 10.906  0.638
C: 10.982 14.337 7.274  -0.109
S: 13.801 6.813 8.581  0.320
H: 15.206 12.664 5.875  0.206
N: 7.863 4.745 12.071  -0.810
C: 11.944 13.291 7.140  -0.108
C: 9.080 5.304 14.094  -0.057
C: 11.441 15.639 7.130  -0.262

Atoms 1-3, force components in eV/Å:
0.599 0.529 0.241
-0.353 1.152 1.764
-2.462 -2.144 -3.878



No. 3
Below is a structure of composition C29H20BrMnN4O6S2Se in a non-equilibrium geometry, with properties calculated with the ωB97M-V functional and the def2-TZVPD basis.

Values from the calculation:
LUMO energy (alpha / beta) ... -5.2672 / -5.2412 eV
Multiplicity ... 2
E_tot ... -8709.6163 Eh
Gap between HOMO and LUMO (alpha / beta) ... 5.7 / 6.0 eV
Max |F| ... 0.119 Eh/bohr
Charge ... +1
HOMO (alpha / beta) ... -10.962 / -11.289 eV

Last column: Mulliken spin population.
Positions of all 64 atoms, in Å:
C: -2.122 -3.094 4.579  0.073
C: -2.108 3.286 3.181  -0.004
H: 1.624 2.292 5.661  0.002
H: -4.894 -1.714 -4.164  0.000
C: 1.820 1.832 3.571  0.015
C: -0.379 -1.194 -2.854  0.004
C: -1.578 -1.711 -3.540  0.004
C: 4.501 -0.398 -2.891  -0.002
H: 4.898 -0.728 -3.844  0.000
C: 3.393 0.477 -0.474  0.003
H: -4.206 -3.560 -5.681  0.000
C: 1.203 1.840 2.313  -0.026
C: -0.424 -2.488 2.960  0.059
Br: 7.006 -1.168 -1.781  0.000
Mn: 0.594 1.622 -0.161  0.022
O: -0.126 2.869 -1.408  -0.001
O: 0.718 -4.266 -3.679  0.000
H: -2.478 2.819 -0.141  0.002
C: 4.706 -0.043 -0.527  -0.004
C: 5.247 -0.475 -1.730  0.001
C: -3.456 -3.048 -5.084  0.000
H: -3.676 -1.636 4.898  -0.001
O: 1.371 1.029 -1.741  -0.009
H: 3.742 0.746 1.719  0.000
C: -2.745 3.307 1.947  0.010
C: -2.116 -3.430 -5.174  0.000
H: -2.640 3.653 4.054  0.000
H: 0.483 -2.730 2.421  0.002
H: 2.831 1.458 3.677  0.000
H: -3.755 3.679 1.838  0.000
H: -2.748 -0.017 3.269  0.003
Se: -0.350 -0.014 1.474  0.732
C: 2.572 0.579 -1.655  -0.001
C: -0.950 -3.401 3.880  -0.036
H: 5.301 -0.108 0.378  0.000
N: 0.748 -1.769 -3.156  0.004
H: 2.630 0.168 -3.766  0.000
C: 3.201 0.117 -2.837  0.001
C: -2.244 -0.960 3.437  0.056
H: -3.191 -0.516 -2.776  0.000
C: -0.158 2.781 4.553  0.038
H: -2.528 -3.800 5.291  0.004
C: -1.071 -1.266 2.737  -0.029
C: -2.903 -1.323 -3.442  0.001
S: 0.506 -2.953 -4.258  0.000
C: -2.049 2.836 0.856  0.000
N: -0.795 2.362 0.931  0.028
C: -1.215 -2.738 -4.388  0.000
C: -0.796 2.798 3.299  0.106
C: 1.141 2.301 4.689  0.013
S: -0.299 0.075 -1.708  0.027
C: -3.847 -2.002 -4.224  0.000
O: 1.068 -2.599 -5.548  0.000
C: 2.995 0.889 0.922  0.001
H: -0.677 3.145 5.436  0.003
N: 1.844 1.381 1.172  0.017
C: -0.136 2.329 2.140  -0.085
O: 0.163 4.358 -2.934  0.001
C: -2.769 -1.873 4.357  -0.038
H: -1.790 -4.231 -5.828  0.000
H: -1.134 1.622 -0.161  0.006
N: 0.634 3.545 -2.122  0.001
H: -0.449 -4.345 4.052  -0.001
O: 1.864 3.408 -2.022  0.000

Atoms 1-3, force components in eV/Å:
0.203 0.320 -0.333
-0.934 0.155 -0.863
-0.106 0.009 -0.146